Record 1
ORCA calculation (ωB97M-V/def2-TZVPD) on a structure of composition C27H37FIN6O5PRu.

```
! RIJCOSX wB97M-V def2-TZVPD def2/J DEFGRID3
* xyz 3 6
O -1.09 -0.23 -0.30
H -5.06 3.37 0.81
H 4.49 1.08 -0.12
C -1.62 -3.81 -0.64
H 2.34 4.57 1.29
H -2.41 -2.59 0.95
H 7.40 0.15 0.76
C 7.51 -0.64 0.02
C 4.16 3.35 1.03
N -5.60 -1.34 2.28
H -3.77 2.21 -2.93
C 3.67 0.39 -0.23
C 3.29 3.22 -0.19
C -0.19 1.99 -0.33
H 5.00 -3.33 0.49
H -7.20 1.37 0.20
H 3.60 5.37 0.26
C -1.53 2.68 -0.47
H 6.02 0.36 -1.16
H -7.44 2.14 -1.37
C 7.06 -3.07 -0.12
N 2.17 2.29 -0.18
H -2.39 -3.30 -3.89
O -4.89 -0.62 4.23
C -3.11 -2.17 -2.23
C -0.11 0.57 -0.28
H 5.27 -3.40 -1.25
H -5.02 1.00 -3.28
H -5.48 -2.35 0.57
C -2.37 -2.77 -0.12
H -6.37 -1.76 2.78
H -4.34 -0.01 6.08
Ru -3.46 0.01 0.13
C 6.32 -0.66 -0.95
N 5.24 -1.44 -0.39
H 8.51 -2.15 1.06
H 7.61 -3.04 -1.06
H -5.46 2.71 -3.13
F 2.93 -3.14 -0.60
N -3.12 -1.98 -0.91
H -2.96 -0.33 4.99
H -7.14 0.40 -1.30
C 2.79 -1.80 -0.43
N -5.54 -1.39 0.89
O -1.57 3.82 -0.89
N 7.56 -1.96 0.74
C -4.67 -0.64 2.95
C 1.26 0.06 -0.28
H 6.98 -1.91 1.58
H 0.81 3.85 -0.35
C 3.93 -0.97 -0.35
H -5.82 4.00 -0.67
H 0.69 -2.00 -0.46
C 1.52 -1.31 -0.38
C 2.37 0.92 -0.22
H -1.02 -4.80 -2.45
C -6.89 1.36 -0.85
C 3.21 4.45 0.66
H -3.75 -1.52 -2.82
C 0.92 2.77 -0.29
O -2.54 1.96 -0.11
C -5.00 3.41 -0.28
O -3.70 -0.09 2.39
H 7.25 -4.03 0.35
H -6.37 -0.97 0.49
H 5.22 3.51 0.89
H 3.90 2.75 1.90
H 6.63 -1.09 -1.91
C 5.55 -2.88 -0.34
H 3.75 3.30 -1.16
C -2.37 -3.17 -2.82
H 8.44 -0.50 -0.52
C -1.61 -4.00 -2.01
H -4.05 3.86 -0.55
C -4.81 1.93 -2.76
C -3.95 0.10 5.07
P -5.10 1.73 -0.97
I -0.53 -5.04 0.65
H -3.93 1.15 4.79
*
```

## Properties
E_tot = -2588.673812 hartree
Expectation value of S² = 8.758
Gap between HOMO and LUMO (spin up / spin down) = 8.525 / 5.859 eV
Strongest force on any atom = 2.04 eV/A
E_HOMO (spin up / spin down) = -15.29 / -15.26 eV



Record 2
ORCA calculation (ωB97M-V/def2-TZVPD) on a structure of composition C27H37IrO2.

```
! RIJCOSX wB97M-V def2-TZVPD def2/J DEFGRID3
* xyz -2 5
H -0.17 -2.72 -4.58
C -0.60 -0.26 6.18
C -1.81 0.16 0.96
H 2.25 -1.84 3.71
H 1.41 -2.53 -2.04
H 2.15 -0.18 -1.98
H 1.55 0.43 -3.73
H 3.15 1.05 5.78
C 2.59 -1.27 4.58
C -1.38 2.32 0.25
H -3.98 -1.41 2.52
H -1.91 -0.72 1.60
C 2.06 1.61 -0.63
C 1.60 -0.15 4.89
C -3.90 -2.45 2.87
C 0.43 -2.04 -3.98
H 0.10 1.36 -3.27
H -2.17 0.27 -3.62
C 1.92 0.36 1.32
C -2.51 -1.54 5.37
C -1.47 1.48 1.41
H -0.25 -3.21 -2.22
C 1.90 -0.55 0.22
C -0.27 -0.71 -3.69
H -2.48 -0.41 7.21
H -1.15 3.39 0.25
H -2.78 -4.52 4.46
H -1.88 -0.68 -5.10
H 0.35 0.87 -4.97
H -1.33 1.78 2.45
C -1.65 1.52 -0.91
H -1.24 -4.55 3.57
H -3.53 -1.88 5.51
H 2.01 2.61 1.40
H 1.51 1.61 6.17
H -2.20 -0.66 -1.08
C -1.74 -0.66 -4.01
H -0.16 0.40 6.93
H 1.88 0.06 2.37
C -1.93 0.19 -0.46
H -2.26 -1.51 -3.56
H 1.78 -1.63 0.29
H 2.12 2.44 -1.33
C 0.48 0.56 -3.92
C -0.44 -1.47 4.05
H -1.85 -2.64 2.24
H 1.54 0.50 4.00
C 2.05 0.22 -0.98
O -0.14 -1.16 -2.02
H -2.76 -4.91 2.72
H -4.52 -2.57 3.76
C 0.17 -0.64 5.09
H -4.29 -3.10 2.08
C 1.99 1.70 0.81
C -2.30 -4.29 3.50
Ir 0.16 0.84 0.18
H 2.65 -1.95 5.44
H 2.18 0.15 6.96
O 0.18 -1.76 2.99
C 0.42 -2.37 -2.48
H -1.64 1.85 -1.94
C -1.82 -1.92 4.23
C -2.44 -2.81 3.16
H 1.44 -1.91 -4.37
C 2.13 0.72 6.03
C -1.91 -0.71 6.33
H 3.58 -0.86 4.38
*
```

## Properties
E_tot = -1305.513192 hartree
Expectation value of S² = 6.014
Gap between HOMO and LUMO (spin up / spin down) = 2.271 / 5.160 eV
Strongest force on any atom = 3.78 eV/A
E_HOMO (spin up / spin down) = 1.97 / -1.24 eV



Record 3
ORCA calculation (ωB97M-V/def2-TZVPD) on a structure of composition C27H37N2O13P4Tl.

```
! RIJCOSX wB97M-V def2-TZVPD def2/J DEFGRID3
* xyz -2 1
C 3.22 2.73 0.52
O -0.64 -5.34 3.46
H -4.09 1.25 -2.04
C -0.76 5.10 -1.47
C 0.77 3.42 -0.65
H 1.26 4.22 2.18
H -3.94 2.55 -0.86
H 1.00 3.77 -4.03
C 2.68 -2.01 -1.73
H 5.42 5.25 -0.08
H 2.04 -3.53 -2.71
H -1.67 0.58 -1.55
C -1.98 -5.40 0.73
H 5.02 -2.65 0.70
H 3.49 -0.65 -3.17
O 2.95 -1.31 0.99
H -4.92 -3.05 -0.12
C 5.50 1.97 0.77
Tl 0.15 -0.81 1.73
H -1.58 1.86 -0.37
H -4.87 1.11 0.95
H -2.97 2.58 -2.33
O 4.55 -2.96 -0.09
C 0.66 3.94 -3.02
C -3.92 1.01 1.48
C -0.99 -4.54 1.27
P 0.90 -1.48 -1.99
H 0.87 0.52 -2.70
C -4.38 -2.30 0.47
C -0.18 -4.63 2.53
H -3.15 0.48 3.41
H -1.13 -3.33 -1.54
O -1.15 3.97 2.92
C 5.97 3.24 0.45
P -2.74 -0.01 0.50
H -0.58 4.56 0.59
C -4.12 0.49 2.90
C -2.20 -4.90 -0.54
C 1.19 3.22 -1.97
C -0.54 2.98 2.48
C 0.98 3.16 2.19
C -0.21 4.38 -0.41
H -3.45 2.00 1.55
H -2.85 -5.26 -1.32
O -2.45 -6.86 2.55
C -0.33 4.89 -2.77
H 3.50 -0.01 -1.52
O 0.23 -2.67 -2.60
C 3.70 4.00 0.21
H 1.62 -3.76 1.23
C 4.14 1.71 0.80
O -0.98 1.83 2.22
H -5.06 -1.93 1.23
H -0.76 5.46 -3.59
H -3.28 -1.56 -1.24
P 1.43 2.29 0.64
H 3.78 0.71 1.02
O 0.92 -4.02 2.54
H 1.97 2.48 -2.17
N -0.67 -3.59 0.40
H 1.54 2.67 2.98
O 2.92 -3.16 -2.54
H 3.00 4.79 -0.02
H -3.55 -2.80 0.97
C 3.65 -0.90 -2.13
O -3.51 -7.19 0.63
P 3.02 -2.45 0.03
H 7.03 3.44 0.42
H 4.68 -1.26 -1.99
C -2.27 1.16 -0.84
H 6.20 1.17 0.98
O 0.36 -0.81 -0.77
H -4.71 -0.61 -0.86
C -3.87 -1.16 -0.42
C -3.38 1.92 -1.55
H -1.53 5.84 -1.27
H -1.75 -6.24 2.96
N -1.42 -3.82 -0.69
C 5.06 4.25 0.17
H -4.79 1.14 3.47
H -4.53 -0.52 2.92
C -2.71 -6.56 1.29
O 2.19 -3.71 0.37
O 0.99 -0.33 -3.14
*
```

## Properties
E_tot = -3677.089492 hartree
Gap between HOMO and LUMO = 7.369 eV
Strongest force on any atom = 0.15 eV/A
E_HOMO = -3.26 eV
Energy relative to the best compared isomer or geometry (same formula, charge and spin) = 0.079 eV



Record 4
ORCA calculation (ωB97M-V/def2-TZVPD) on the ion C27H37N2O3 with charge +1.

```
! RIJCOSX wB97M-V def2-TZVPD def2/J DEFGRID3
* xyz 1 1
H -9.52 -2.49 1.48
H 4.95 -1.62 3.42
C 4.38 -3.99 -1.94
C 5.65 -1.76 2.60
O 0.43 0.25 -0.83
C 1.46 -0.14 -0.13
O 4.17 1.89 0.93
C 5.43 -3.84 0.24
H 2.66 -0.19 -1.95
H 8.59 1.52 -0.23
H 4.19 -4.58 -2.82
H -1.79 0.48 -2.13
C -6.21 1.35 0.28
H 6.07 -2.76 2.66
C 2.78 0.08 -0.90
C 5.38 2.33 0.40
H 3.03 1.14 -0.83
C -1.89 0.84 -1.10
H 3.27 -2.30 -2.65
C 4.16 0.74 1.72
H -9.81 -0.03 1.85
H -11.15 -1.96 1.05
H -7.96 1.59 1.50
C 3.86 -2.72 -1.85
H 6.48 5.12 -1.14
H -8.01 -0.69 -0.52
C -5.78 0.96 -1.13
H -5.90 -0.12 -1.27
H 6.47 -1.04 2.71
H 6.03 -4.28 1.02
H -5.67 0.75 1.01
H -7.56 -0.87 1.17
C 5.15 -4.54 -0.92
H 4.44 4.17 -0.11
H -9.97 -2.28 -0.22
H 8.56 3.79 -1.19
C 7.67 3.38 -0.75
H -10.24 0.17 0.15
H -3.53 -0.48 -0.65
C 6.54 1.58 0.36
C -10.10 -1.88 0.78
O 1.45 -0.62 0.97
C 4.14 -2.00 -0.69
C -4.34 1.34 -1.46
H -5.95 2.40 0.45
C 4.30 -0.53 0.93
H -4.21 2.42 -1.32
H -0.85 0.52 0.78
H -3.39 0.91 0.43
C -9.64 -0.43 0.84
C 6.50 4.13 -0.72
H -1.11 -0.96 -0.17
C -0.88 0.11 -0.23
H 5.54 -5.54 -1.03
N 4.99 -1.60 1.34
C -7.71 1.18 0.52
H -6.44 1.46 -1.85
H 4.94 0.79 2.49
C 7.68 2.11 -0.21
C -8.17 -0.28 0.48
C -3.31 0.59 -0.61
H 6.58 0.58 0.77
C 4.91 -2.56 0.34
C 5.36 3.61 -0.15
H -4.15 1.13 -2.51
H 3.18 0.74 2.22
H -8.26 1.75 -0.23
H -1.67 1.91 -1.09
N 3.79 -0.73 -0.29
*
```

## Properties
E_tot = -1386.092952 hartree
Gap between HOMO and LUMO = 8.748 eV
Structure (SMILES) = CCCCCCCCCCOC(=O)Cn1c(COc2ccccc2)[n+](C)c2ccccc21
Strongest force on any atom = 0.96 eV/A
E_HOMO = -11.68 eV
Energy relative to the best compared isomer or geometry (same formula, charge and spin) = 0.271 eV



Record 5
ORCA calculation (ωB97M-V/def2-TZVPD) on the molecule C27H37N5O3.

```
! RIJCOSX wB97M-V def2-TZVPD def2/J DEFGRID3
* xyz 0 1
N -1.66 -1.66 2.31
H 0.59 0.41 -4.05
H 0.87 -0.33 4.11
H 5.65 3.25 -0.86
H -0.77 0.28 2.32
N 1.19 -1.64 2.50
H 1.50 1.05 2.75
C 0.34 -1.10 3.55
C -0.20 0.18 -3.33
C -1.11 -2.02 -2.46
H -2.66 -0.53 -2.33
H -0.59 -1.46 0.47
H -3.59 -1.13 2.82
H -1.61 -0.22 3.81
H -1.71 -3.94 -1.73
C -3.22 -0.27 0.86
C -0.87 -3.30 -1.97
H 0.57 -4.77 -1.41
H -3.43 -2.32 1.52
H -3.41 2.12 -0.38
H -2.97 1.25 2.40
N -0.71 3.01 -1.17
C -0.98 -0.57 2.99
H -3.21 -2.19 -2.09
H 2.11 -1.07 -2.86
C 3.73 -0.53 0.07
H -2.44 4.11 -0.92
C -2.03 2.93 0.86
O -1.42 2.92 1.92
H 2.85 -2.39 0.57
H 0.72 2.44 0.26
H 2.50 -3.33 -1.97
O -2.37 1.79 -2.22
C 2.86 -1.33 0.78
C 3.01 1.37 1.32
H -2.80 -1.61 -3.71
H 4.37 -0.96 -0.69
C -3.03 -1.38 1.92
H -4.59 1.21 1.67
N -0.15 1.17 -2.27
N -3.10 2.17 0.59
C 1.27 -1.70 -2.60
C -2.52 -1.56 -2.65
C 2.12 0.57 2.01
O 4.71 1.54 -0.44
H 1.25 3.68 -0.89
C 0.41 -3.77 -1.79
H 1.73 2.05 -2.56
C 0.48 -2.72 1.84
H -1.03 4.66 0.03
H 1.08 -3.15 1.05
C 3.82 0.83 0.33
H 3.96 3.47 -0.34
C -3.52 1.11 1.47
C 1.49 -2.97 -2.10
C 1.10 1.66 -1.75
C -0.84 -2.20 1.25
H 1.65 0.86 -1.24
H -1.17 0.29 -3.82
C -1.58 3.79 -0.33
H -4.03 -0.54 0.18
C -0.02 -1.22 -2.79
C 2.01 -0.80 1.76
H 0.12 -1.93 4.24
H -1.37 -3.03 0.78
H 3.06 2.42 1.56
C 0.66 2.77 -0.78
H 5.23 3.07 0.86
H -2.31 -0.19 0.27
H 0.27 -3.49 2.59
C 4.89 2.90 -0.17
C -1.19 1.97 -1.92
*
```

## Properties
E_tot = -1550.599989 hartree
Gap between HOMO and LUMO = 7.906 eV
Structure (SMILES) = COc1ccc(N2CCN(CCCNC(=O)CN3CCN(Cc4ccccc4C)C3=O)CC2)cc1
Strongest force on any atom = 0.60 eV/A
E_HOMO = -7.18 eV



Record 6
ORCA calculation (ωB97M-V/def2-TZVPD) on a structure of composition C27H38AsCl2OPY.

```
! RIJCOSX wB97M-V def2-TZVPD def2/J DEFGRID3
* xyz -1 1
C 2.57 -3.12 3.64
C 0.03 4.20 -3.56
H 1.92 0.24 0.24
H -2.49 -0.05 -1.95
H -2.10 1.64 -3.69
C 4.04 -5.07 0.46
H -2.58 4.75 -0.94
C 1.38 3.19 -1.57
C 0.39 -5.33 2.22
H -2.44 2.36 1.02
H -3.87 2.78 0.01
H -0.13 5.04 -0.18
H -2.84 -7.52 2.09
H -0.60 3.89 -4.40
C -1.93 -6.92 2.13
H -0.77 -4.00 3.45
H -3.38 3.86 1.32
H 2.30 -2.33 -0.60
C 0.17 3.07 -2.54
C 0.34 -6.45 1.37
C 1.71 -2.46 4.53
C -3.72 3.00 -3.27
As 1.83 -3.98 2.02
H 1.03 4.43 -3.95
H 4.06 -5.82 1.26
C -0.88 4.53 0.44
P -1.48 2.89 -1.80
H 1.52 -1.31 6.34
H 5.71 -5.96 -0.60
H 1.16 -6.65 0.69
H 0.32 2.13 -3.11
C 3.96 -2.97 3.81
C 4.46 -2.32 4.95
H -3.73 0.93 -1.16
H -4.33 3.36 -2.43
O 0.72 -2.69 1.59
C -2.69 1.97 -2.81
Cl 0.46 1.32 2.52
H -1.28 5.26 1.15
C -3.27 0.70 -2.14
H 1.75 4.22 -1.51
H 5.54 -2.20 5.09
C 3.59 -1.77 5.90
C 4.97 -5.16 -0.58
C 3.09 -4.03 0.49
H -0.41 3.72 1.02
C -0.82 -7.24 1.34
H -0.89 -8.09 0.65
H -4.03 0.25 -2.79
H 5.67 -4.28 -2.44
H -3.22 3.86 -3.74
C -1.91 -5.75 2.89
H -1.11 0.24 0.44
Cl 0.22 -0.90 -1.59
C 2.21 -1.81 5.66
H 1.19 2.81 -0.56
C 4.00 -3.20 -1.61
H -4.35 2.52 -4.02
H 0.64 -2.41 4.29
C -3.00 3.18 0.54
H 3.98 -2.47 -2.42
H -0.42 5.10 -3.12
H 2.21 2.57 -1.96
C -2.04 3.95 -0.38
H 3.97 -1.28 6.79
C 3.07 -3.11 -0.57
H -2.80 -5.42 3.41
H 4.65 -3.34 3.04
C -0.75 -4.96 2.94
Y 0.47 -0.75 1.01
C 4.96 -4.22 -1.62
*
```

## Properties
E_tot = -4662.649136 hartree
Gap between HOMO and LUMO = 3.452 eV
Strongest force on any atom = 4.78 eV/A
E_HOMO = -2.09 eV
Energy relative to the best compared isomer or geometry (same formula, charge and spin) = 1.640 eV



> Among the records above, which one has the lowest E_tot?

C27H38AsCl2OPY